{"formula": "C3H5EuO3", "method": "the ωB97M-V functional and the def2-TZVPD basis", "de_lowest_ev": 0.000, "gap_ev": [6.424, 11.788], "spin_multiplicity": 9, "total_energy_ha": -1052.59242, "total_charge": 2, "symbols": ["H", "O", "C", "C", "O", "O", "C", "Eu", "H", "H", "H", "H"], "positions_angstrom": [[-1.130, 0.860, -1.265], [-0.397, 0.387, -0.831], [0.587, 1.603, -0.011], [-0.778, -0.470, 0.288], [0.486, 2.740, -0.217], [1.146, 0.817, 0.799], [0.533, -0.512, 1.048], [0.660, -2.157, -3.420], [-1.160, -1.444, -0.025], [-1.572, 0.012, 0.870], [1.223, -1.252, 0.632], [0.402, -0.583, 2.131]]}



{"formula": "C3H5F2IO", "method": "the ωB97M-V functional and the def2-TZVPD basis", "de_lowest_ev": 2.740, "gap_ev": 9.338, "total_energy_ha": -689.84410, "symbols": ["C", "C", "C", "O", "F", "F", "I", "H", "H", "H", "H", "H"], "positions_angstrom": [[1.740, 0.839, -0.096], [0.586, -0.224, 0.066], [-2.122, -0.751, 0.052], [-0.517, 0.446, -0.353], [-2.171, -1.573, -0.949], [-1.919, -1.338, 1.135], [-3.516, 0.765, 0.040], [1.935, 0.968, -1.213], [1.652, 1.844, 0.478], [2.742, 0.538, 0.139], [0.606, -0.365, 1.111], [0.983, -1.151, -0.409]]}



{"formula": "C3H5F2N", "method": "the ωB97M-V functional and the def2-TZVPD basis", "de_lowest_ev": 3.670, "gap_ev": [8.706, 8.929], "total_energy_ha": -371.63353, "symbols": ["C", "C", "C", "N", "F", "F", "H", "H", "H", "H", "H"], "positions_angstrom": [[-0.160, -1.614, -1.218], [-0.818, -1.103, -0.219], [-0.132, 1.005, 0.976], [0.812, 1.534, 0.181], [-1.240, 1.825, 1.169], [0.257, 0.489, 2.127], [-0.562, -2.579, -1.652], [0.673, -1.144, -1.774], [-1.541, -1.455, 0.442], [0.958, 1.318, -0.724], [1.754, 1.724, 0.691]]}



{"formula": "C3H5F2N", "method": "the ωB97M-V functional and the def2-TZVPD basis", "de_lowest_ev": 1.339, "gap_ev": 10.177, "total_energy_ha": -371.71920, "symbols": ["C", "N", "C", "C", "F", "F", "H", "H", "H", "H", "H"], "positions_angstrom": [[0.655, -0.808, 0.032], [0.341, 0.425, 0.730], [-0.760, 1.298, 0.281], [-0.561, 0.462, 1.795], [-1.412, -0.535, 2.087], [-0.235, 1.121, 2.903], [1.659, -0.731, -0.388], [0.617, -1.643, 0.732], [-0.060, -0.999, -0.773], [-1.543, 0.880, -0.329], [-0.554, 2.350, 0.264]]}



{"formula": "C3H5F3", "method": "the ωB97M-V functional and the def2-TZVPD basis", "de_lowest_ev": 3.634, "gap_ev": 12.006, "total_energy_ha": -416.79021, "symbols": ["C", "C", "C", "H", "H", "H", "H", "H", "F", "F", "F"], "positions_angstrom": [[1.414, 0.277, 0.175], [0.143, -0.363, -0.355], [-1.155, 0.230, 0.025], [1.609, 1.279, -0.639], [2.333, -0.455, 0.213], [0.798, 0.589, 1.410], [0.072, -0.731, -1.637], [-0.160, -1.491, 0.036], [-1.508, 1.496, 0.034], [-1.394, -0.370, 1.339], [-2.151, -0.460, -0.601]]}



{"formula": "C3H5F4NO2S", "method": "the ωB97M-V functional and the def2-TZVPD basis", "de_lowest_ev": 4.793, "gap_ev": [8.133, 8.374], "total_energy_ha": -1120.03802, "symbols": ["C", "C", "C", "N", "O", "O", "F", "F", "F", "F", "S", "H", "H", "H", "H", "H"], "positions_angstrom": [[-2.109, -0.524, -0.739], [1.811, -0.957, 0.830], [2.802, -0.208, -0.108], [-1.836, 0.498, 0.256], [-1.259, 2.354, -1.259], [-0.877, 2.771, 1.249], [1.179, 0.007, 1.532], [0.887, -1.611, 0.077], [2.282, 0.409, -1.130], [3.744, -1.018, -0.613], [-0.806, 1.944, 0.032], [-2.734, 0.006, -1.421], [-1.236, -0.827, -1.162], [-2.664, -1.397, -0.301], [2.426, -1.708, 1.559], [-1.608, 0.261, 1.198]]}



{"formula": "C3H5FN2", "method": "the ωB97M-V functional and the def2-TZVPD basis", "de_lowest_ev": 2.080, "gap_ev": 9.573, "total_energy_ha": -326.59364, "symbols": ["C", "C", "C", "N", "N", "F", "H", "H", "H", "H", "H"], "positions_angstrom": [[0.865, -0.989, 0.022], [-0.467, -0.638, -0.747], [-0.241, 0.984, 0.991], [1.254, -0.289, 0.918], [-0.692, 0.681, -0.264], [0.355, 2.137, 1.193], [1.493, -1.742, -0.388], [-0.276, -0.539, -1.857], [-1.208, -1.350, -0.639], [-0.729, 0.529, 1.757], [-0.352, 1.216, -0.988]]}



{"formula": "C3H5FN2S", "method": "the ωB97M-V functional and the def2-TZVPD basis", "de_lowest_ev": 4.696, "gap_ev": 8.931, "total_energy_ha": -724.69407, "symbols": ["C", "C", "C", "H", "H", "H", "H", "H", "N", "N", "F", "S"], "positions_angstrom": [[-0.107, 0.776, -0.247], [1.265, 0.284, -0.178], [1.725, -0.645, 0.655], [-2.185, 0.720, 0.355], [-2.686, -0.393, -1.425], [-0.333, -1.271, -0.124], [0.967, -1.354, 1.254], [2.815, -0.583, 0.954], [-2.303, -0.523, -0.215], [-0.820, -0.422, -0.396], [2.246, 1.089, -0.837], [-0.583, 2.321, 0.203]]}



{"formula": "C3H5FN3", "method": "the ωB97M-V functional and the def2-TZVPD basis", "de_lowest_ev": 3.367, "gap_ev": [7.804, 7.805], "total_energy_ha": -381.04329, "total_charge": 1, "symbols": ["C", "C", "C", "N", "N", "N", "F", "H", "H", "H", "H", "H"], "positions_angstrom": [[0.472, 0.971, -0.054], [0.342, -1.355, -0.018], [-0.931, 0.408, -0.518], [-0.410, 1.387, 1.026], [1.171, -0.310, 0.069], [-0.910, -0.942, -0.430], [-1.851, 1.106, -0.906], [1.005, 1.561, -0.667], [0.783, -2.341, -0.168], [-0.060, 1.445, 2.080], [2.075, -0.421, 0.393], [-1.686, -1.511, -0.806]]}



{"formula": "C3H5FN4", "method": "the ωB97M-V functional and the def2-TZVPD basis", "de_lowest_ev": 2.334, "gap_ev": 8.240, "total_energy_ha": -436.11083, "symbols": ["H", "N", "C", "N", "C", "C", "F", "N", "N", "H", "H", "H", "H"], "positions_angstrom": [[-0.641, 1.096, 2.259], [0.052, 0.358, 2.445], [0.073, -0.031, 1.172], [0.975, -0.994, 0.810], [0.917, -1.304, -0.549], [0.178, -0.364, -1.044], [-0.229, 0.186, -2.220], [-0.344, 0.421, -0.039], [-1.287, 1.409, -0.156], [1.375, -1.772, 1.442], [1.539, -2.119, -0.984], [-2.025, 0.977, -0.626], [-0.959, 1.975, -0.997]]}



{"formula": "C3H5FNO4PYb", "method": "the ωB97M-V functional and the def2-TZVPD basis", "gap_ev": 4.802, "total_energy_ha": -2072.16624, "total_charge": 2, "symbols": ["N", "P", "O", "C", "O", "O", "C", "C", "O", "F", "H", "H", "H", "H", "H", "Yb"], "positions_angstrom": [[3.227, -0.243, 0.275], [2.150, -0.155, -0.789], [0.890, -1.259, -0.810], [0.271, -1.592, 0.343], [0.341, -2.627, 0.895], [-0.556, -0.583, 0.892], [-1.127, 0.378, 0.114], [-2.377, 0.860, 0.985], [-2.723, 0.241, 1.878], [-3.012, 2.107, 0.620], [3.160, -0.977, 0.971], [2.588, -0.263, -2.105], [1.433, 1.079, -0.809], [-1.395, -0.015, -0.894], [-0.453, 1.246, 0.040], [-2.417, 1.804, -1.607]]}



{"formula": "C3H5FO", "method": "the ωB97M-V functional and the def2-TZVPD basis", "de_lowest_ev": 3.301, "gap_ev": 10.288, "total_energy_ha": -292.27501, "symbols": ["F", "C", "C", "C", "H", "H", "H", "O", "H", "H"], "positions_angstrom": [[2.040, 0.059, -1.009], [1.202, -0.212, 0.043], [0.493, 0.255, 1.032], [0.269, -1.219, 0.536], [0.408, 1.151, 1.704], [0.604, -2.084, 0.957], [-0.593, -1.259, -0.069], [-1.129, -0.876, -2.163], [-0.562, -1.295, -2.800], [-1.565, -1.520, -1.573]]}